--- 1 ---
Here is a 10-piece molecular cluster, H20O10 overall from the OMol25 dataset. Energies are from the ωB97M-V functional and the def2-TZVPD basis.

- SMILES string = O.O.O.O.O.O.O.O.O.O
- orbital gap (eV) = 9.01
- HOMO (eV) = -9.059

```
! RIJCOSX wB97M-V def2-TZVPD def2/J DEFGRID3
* xyz 0 1
H -2.46 -2.88 -2.18
H -0.45 0.78 -2.73
H 4.14 1.36 0.03
H -3.07 4.07 -0.73
H 2.20 1.00 3.75
H -1.84 3.97 0.16
O -0.91 0.56 -1.91
O -2.58 4.56 -0.06
H 4.44 0.03 -2.14
O -1.67 -2.42 -1.85
O 3.59 0.22 -2.56
H 0.81 1.24 3.17
O 4.45 0.54 0.44
H -1.28 -3.05 -1.23
H 1.77 -0.12 0.13
H -0.54 -1.00 -0.20
H -3.84 1.02 0.65
O -1.32 -0.46 0.01
H 3.65 0.14 0.81
H -0.91 1.39 -1.42
H -0.25 -4.77 1.52
O -0.77 -3.96 1.43
H -3.59 -0.45 0.36
H -1.63 -4.26 1.14
O 0.91 0.06 0.52
O 1.68 0.88 2.94
H 0.73 0.97 0.26
H 2.97 0.20 -1.82
H -1.03 0.08 0.74
O -3.20 0.31 0.80
*
```

Löwdin atomic charge list, values in e, 5 entries:
1 H 0.04
2 H 0.05
3 H 0.04
4 H 0.03
5 H 0.04



--- 2 ---
Here is H20O10 as an isolated structure from the OMol25 dataset. Energies are from the ωB97M-V functional and the def2-TZVPD basis.

- orbital gap (eV) = 6.88
- HOMO (eV) = -7.200

```
! RIJCOSX wB97M-V def2-TZVPD def2/J DEFGRID3
* xyz 0 1
H 0.11 3.51 -1.98
H -0.08 -2.00 -0.22
H 0.66 -1.54 -3.01
O -0.80 -5.86 -1.95
H 2.70 1.45 -3.34
O -2.32 -0.42 4.16
H -0.03 1.58 -0.69
O -0.69 -3.12 2.47
H 0.05 -0.52 -0.56
O -0.61 -1.22 -0.43
O 2.97 2.45 1.91
O -1.49 0.57 3.08
H -0.14 -3.76 2.03
O 0.37 4.43 -2.07
H -2.81 0.40 4.27
O 2.94 2.32 -3.00
H -1.33 -5.85 -1.14
H 0.67 2.30 0.45
H -0.13 -2.34 2.55
H 2.25 2.90 -3.34
H -0.60 0.92 2.92
H -2.63 -0.77 3.32
H 2.89 2.34 2.87
H -0.12 4.74 -2.84
O -0.21 -1.13 -3.01
H -1.23 -5.20 -2.51
O -0.18 1.93 0.20
H 2.11 2.17 1.57
H -1.95 0.72 2.25
H -0.40 -1.00 -3.95
*
```

Löwdin atomic charge list, values in e, 5 entries:
1 H 0.01
2 H 0.03
3 H 0.04
4 O -0.06
5 H 0.03



Going by the energies, 1 is most stable and the next is 268.2 kJ/mol up.



--- 1 ---
Here is a 10-piece molecular cluster, H20O10 overall from the OMol25 dataset. Energies are from the ωB97M-V functional and the def2-TZVPD basis.

- SMILES string = O.O.O.O.O.O.O.O.O.O
- orbital gap (eV) = 9.93
- HOMO (eV) = -10.079

```
! RIJCOSX wB97M-V def2-TZVPD def2/J DEFGRID3
* xyz 0 1
H -1.62 1.01 -3.94
O 2.68 -0.20 -2.91
O 0.92 -1.72 -1.26
H 1.63 1.79 -1.28
H -3.00 -0.51 0.80
O -0.29 -0.10 0.34
H -1.26 -0.05 0.20
H -1.27 1.42 -2.45
H 2.61 0.78 -0.18
O -2.88 -1.33 2.37
H 0.63 1.77 -2.53
H -0.25 -1.67 2.48
H -2.87 -0.80 -0.68
O -2.78 -0.11 -0.01
H 0.17 0.48 -0.17
H 0.75 0.43 2.73
H 0.45 -1.20 -0.61
O -1.96 1.17 -3.02
O 0.08 -1.30 3.29
H -3.03 -0.79 3.13
H 0.48 -2.54 -1.31
O 0.71 1.65 -1.61
H 3.38 -0.88 -2.88
H 1.01 1.97 2.94
H -0.60 -1.41 3.91
O 1.42 1.12 2.89
H 3.76 1.70 -0.24
H 1.92 -0.50 -2.34
O 2.86 1.67 0.01
H -3.68 -1.85 2.36
*
```

Löwdin atomic charge list, values in e, 5 entries:
1 H 0.07
2 O -0.11
3 O -0.04
4 H 0.03
5 H -0.03



--- 2 ---
Here is a 10-piece molecular cluster, H20O10 overall from the OMol25 dataset. Energies are from the ωB97M-V functional and the def2-TZVPD basis.

- SMILES string = O.O.O.O.O.O.O.O.O.O
- orbital gap (eV) = 10.13
- HOMO (eV) = -10.635

```
! RIJCOSX wB97M-V def2-TZVPD def2/J DEFGRID3
* xyz 0 1
H -19.12 22.37 -16.57
O -15.76 22.37 -15.70
H -20.06 20.70 -15.04
O -14.15 23.16 -18.61
H -16.25 24.89 -19.90
O -16.97 23.93 -13.65
H -16.54 22.53 -16.23
H -14.27 22.23 -18.42
H -16.49 23.21 -14.06
H -14.28 23.63 -15.20
O -16.76 19.73 -14.63
H -13.94 24.58 -14.07
H -15.27 21.71 -16.18
H -13.49 23.18 -19.30
O -17.02 24.41 -19.60
H -15.92 20.61 -17.83
H -20.18 22.85 -17.54
O -11.72 20.68 -16.79
H -12.61 20.42 -16.58
O -13.54 24.08 -14.78
O -19.24 22.84 -17.39
O -19.41 21.40 -15.08
O -14.98 20.66 -17.69
H -17.02 24.60 -14.33
H -16.74 23.96 -18.81
H -11.20 19.88 -16.69
H -14.62 19.92 -18.19
H -18.61 21.00 -14.72
H -16.59 19.73 -13.68
H -15.94 19.44 -15.02
*
```

Löwdin atomic charge list, values in e, 5 entries:
1 H -0.04
2 O -0.04
3 H 0.06
4 O -0.04
5 H 0.02



--- 3 ---
Here is a 10-piece molecular cluster, H20O10 overall from the OMol25 dataset. Energies are from the ωB97M-V functional and the def2-TZVPD basis.

- SMILES string = O.O.O.O.O.O.O.O.O.O
- orbital gap (eV) = 10.80
- HOMO (eV) = -10.831

```
! RIJCOSX wB97M-V def2-TZVPD def2/J DEFGRID3
* xyz 0 1
H 0.14 -0.30 0.58
H 1.83 2.11 0.05
H -2.52 2.89 -0.16
O -1.86 2.47 0.36
H -2.24 2.61 1.10
H -3.77 -0.51 0.93
H -1.08 -1.37 2.65
H -2.47 -0.73 0.33
O -0.93 -2.19 2.16
H 0.65 0.78 -2.00
H -1.15 0.13 -1.63
O 0.21 -3.27 -1.69
O -1.12 0.46 -2.47
H -0.47 -2.75 -0.99
O 3.12 -0.17 -0.04
O 1.35 0.06 2.19
H 2.64 0.38 -0.73
H 0.99 -3.35 -1.21
H 1.36 1.69 1.21
O 1.62 1.09 -2.12
H 1.70 0.93 -3.15
O -3.28 -0.46 0.09
H 1.81 0.01 1.41
H 1.76 0.00 3.01
O 1.42 2.60 0.79
H 3.19 -1.06 -0.30
H -1.37 -0.20 -3.01
H -0.01 -2.57 2.29
O -0.63 -0.13 0.01
H -0.89 0.84 0.35
*
```

Löwdin atomic charge list, values in e, 5 entries:
1 H 0.01
2 H 0.01
3 H 0.06
4 O 0.07
5 H -0.05



Going by the energies, 2 is most stable and the next is 9.3 kJ/mol up.



--- 1 ---
Here is a 10-piece molecular cluster, H20O10 overall from the OMol25 dataset. Energies are from the ωB97M-V functional and the def2-TZVPD basis.

- SMILES string = O.O.O.O.O.O.O.O.O.O
- orbital gap (eV) = 11.31
- HOMO (eV) = -11.381

```
! RIJCOSX wB97M-V def2-TZVPD def2/J DEFGRID3
* xyz 0 1
H -3.22 -1.12 1.49
H -2.36 0.05 -3.56
H 1.95 -1.28 -4.33
O -2.67 1.58 2.22
O -0.96 -4.40 3.26
H -1.06 -3.68 2.63
H 0.68 0.10 -0.40
H 4.44 -2.10 2.37
H 1.55 3.09 -2.83
H -2.56 1.54 -3.70
H -0.83 3.62 -0.76
H 3.52 -1.16 1.61
O -2.03 0.89 -3.24
O 1.97 3.23 -3.69
O -3.34 -1.97 1.07
O 4.22 -1.17 2.27
H -2.32 2.18 2.88
H 1.62 2.53 -4.24
O 0.80 0.92 4.39
O 0.83 -0.76 0.00
O -0.32 2.81 -0.74
H -0.79 2.22 -1.32
H 1.60 0.88 4.92
O 1.82 -0.93 -5.22
H 0.72 0.04 4.03
H -1.96 1.49 1.59
H -4.06 -2.38 1.56
H -0.14 -4.20 3.71
H 2.70 -0.69 -5.51
H 0.21 -1.34 -0.44
*
```

Löwdin atomic charge list, values in e, 5 entries:
1 H 0.01
2 H 0.04
3 H 0.03
4 O -0.05
5 O -0.05



--- 2 ---
Here is a 10-piece molecular cluster, H20O10 overall from the OMol25 dataset. Energies are from the ωB97M-V functional and the def2-TZVPD basis.

- SMILES string = O.O.O.O.O.O.O.O.O.O
- orbital gap (eV) = 10.74
- HOMO (eV) = -11.133

```
! RIJCOSX wB97M-V def2-TZVPD def2/J DEFGRID3
* xyz 0 1
O 3.52 0.47 -1.05
H -2.78 2.48 -2.25
H 2.75 -0.71 2.39
H -3.40 -2.72 -1.04
H 1.86 -2.18 1.89
H 0.12 0.56 0.07
O 1.75 -1.99 2.86
O 2.61 0.21 2.63
H -2.74 1.19 2.06
H 0.55 2.21 -1.80
H -2.96 -2.19 0.28
O -3.29 1.90 -1.72
O 0.23 1.42 -2.37
H 1.01 2.61 1.30
H 2.72 0.97 -1.06
H 0.91 1.14 -2.98
H 3.35 -0.47 -0.70
H 1.47 -3.75 -1.06
H -0.32 -0.55 -0.82
H 1.03 -2.41 -1.64
O 0.18 -0.46 -0.03
H -2.96 1.03 -1.99
H -3.47 1.37 0.79
H 1.14 -1.25 2.91
O 0.68 -3.29 -1.26
O 0.56 2.00 0.65
H 3.01 0.78 1.94
H -0.33 2.19 0.68
O -3.53 -2.03 -0.40
O -3.68 1.46 1.72
*
```

Löwdin atomic charge list, values in e, 5 entries:
1 O -0.07
2 H 0.01
3 H -0.02
4 H 0.04
5 H 0.07



Going by the energies, 1 is most stable and the next is 123.8 kJ/mol up.



--- 1 ---
Here is an isolated ion of composition C5H13N2 and charge +1 from the OMol25 dataset. Energies are from the ωB97M-V functional and the def2-TZVPD basis.

- SMILES string = C[C@H](N)C/C=C/[NH3+]
- orbital gap (eV) = 8.27
- HOMO (eV) = -12.473

```
! RIJCOSX wB97M-V def2-TZVPD def2/J DEFGRID3
* xyz 1 1
C -0.90 -0.29 -2.02
C -0.61 1.00 0.16
H 1.40 1.83 0.28
H 2.90 -1.04 2.12
H -0.65 -1.07 -0.07
H -1.00 1.22 1.16
H 3.37 0.47 1.41
H 1.44 -1.28 0.42
C -1.26 -0.24 -0.48
N 2.60 -0.14 1.73
H -1.55 0.53 -2.30
N -2.68 -0.51 -0.38
H -2.87 -0.84 0.57
H -0.94 1.88 -0.40
H -1.08 -1.23 -2.55
H -3.01 -1.34 -0.86
C 1.57 -0.24 0.64
H 2.20 0.43 2.47
C 0.91 0.86 0.26
H 0.13 0.00 -2.16
*
```

Löwdin atomic charge list, values in e, 5 entries:
1 C -0.04
2 C -0.14
3 H 0.13
4 H 0.17
5 H 0.10



--- 2 ---
Here is an isolated ion of composition C5H13N2 and charge +1 from the OMol25 dataset. Energies are from the ωB97M-V functional and the def2-TZVPD basis.

- SMILES string = C=C(N)C[C@H](C)[NH3+]
- orbital gap (eV) = 10.11
- HOMO (eV) = -13.175

```
! RIJCOSX wB97M-V def2-TZVPD def2/J DEFGRID3
* xyz 1 1
C -0.17 0.51 -0.85
N 1.60 -1.33 -0.48
H -0.36 1.54 -0.93
H 3.25 0.61 -0.53
H -0.80 -1.09 2.10
N -0.27 -0.64 1.32
H 2.55 -1.55 -0.59
H 0.55 -1.26 1.03
C 2.23 0.95 -0.70
C -2.37 0.67 0.60
H -0.35 0.15 -1.96
H -2.89 0.95 -0.22
H 1.85 1.99 -0.80
H 1.25 -1.87 -1.28
H -1.51 -1.22 -0.36
H -1.91 1.56 1.12
C 1.24 0.08 -0.61
H 0.33 0.07 1.79
H -3.03 0.05 1.21
C -1.20 -0.18 0.15
*
```

Löwdin atomic charge list, values in e, 5 entries:
1 C -0.11
2 N 0.06
3 H 0.10
4 H 0.09
5 H 0.17



--- 3 ---
Here is C5H13N2 as an isolated structure from the OMol25 dataset. Energies are from the ωB97M-V functional and the def2-TZVPD basis.

- orbital gap (eV) = 3.65
- HOMO (eV) = -11.912

```
! RIJCOSX wB97M-V def2-TZVPD def2/J DEFGRID3
* xyz 1 1
H -0.45 -1.34 3.65
N 0.57 2.24 -1.65
H -0.22 -2.96 1.72
H 0.66 -2.29 -0.50
H -0.83 1.19 -0.58
C -0.90 -0.92 -0.25
H -1.74 -1.53 -0.59
H 0.21 -0.17 2.46
H -1.50 -0.35 2.50
C -0.55 -0.92 2.59
C 1.73 2.06 -2.45
H 1.35 2.58 -3.36
C -0.41 -1.91 1.46
H 2.20 1.12 -2.20
H -1.00 0.04 0.94
H 0.73 1.97 -0.67
C 0.37 -1.54 0.25
H 2.29 3.06 -2.14
N -1.23 0.47 0.03
H 1.12 -0.78 0.41
*
```

Löwdin atomic charge list, values in e, 5 entries:
1 H 0.13
2 N 0.14
3 H 0.13
4 H 0.13
5 H 0.05



Going by the energies, 2 is most stable and the next is 122.0 kJ/mol up.